12
Properties=species:S:1:pos:R:3 method="wB97M-V/def2-TZVPD" smiles="N/N=C/O.C=O" orbital_gap_ev=9.127 total_charge=0 e_homo_ev=-8.4 energy_ha=-339.70226
C -0.6712 1.1619 -1.0872
C 1.2821 -1.9892 -0.3679
N -0.6531 0.7882 1.2214
N -0.4722 0.3904 -0.0890
O -0.2637 0.6928 -2.2597
O 1.2938 -1.3320 -1.3396
H -1.1005 2.1112 -1.0544
H 2.0861 -2.4937 0.2407
H 0.3098 -2.2672 0.1782
H -0.8389 1.7306 1.3573
H 0.2676 0.5799 1.6135
H 0.0317 -0.2362 -2.1307

12
Properties=species:S:1:pos:R:3 method="wB97M-V/def2-TZVPD" orbital_gap_ev=11.011 total_charge=0 e_homo_ev=-10.5 energy_ha=-339.63821
C 0.8064 -2.3473 -0.5420
C -1.3334 1.6976 -0.4562
N -0.7643 2.0834 -1.3515
N 0.5506 -1.1105 -0.7079
O 0.7509 -0.6146 -2.0813
O -1.8412 1.2051 0.6038
H 0.4543 2.3718 3.1827
H 0.5882 -2.5928 0.4754
H 1.0844 -3.0539 -1.3218
H 1.0658 0.3114 -2.0859
H 0.1808 1.6910 3.5554
H -1.5425 0.3589 0.7291

12
Properties=species:S:1:pos:R:3 method="wB97M-V/def2-TZVPD" smiles="[H]/N=C/N.O=CO" orbital_gap_ev=10.442 total_charge=0 e_homo_ev=-9.6 energy_ha=-339.78518
N 1.4702 0.0773 -0.0575
C 1.0508 1.2116 -0.7524
N -0.0669 1.1262 -1.4190
H 2.1363 0.0503 0.6688
H 0.8640 -0.7432 0.0457
H 1.5341 2.2206 -0.5505
H -0.1056 2.0018 -1.9867
H -1.0491 -0.3401 -0.4824
O -2.3081 -0.6921 1.7824
C -1.4631 -1.3760 1.2230
O -0.9681 -1.2265 -0.0882
H -1.0944 -2.3099 1.6168

12
Properties=species:S:1:pos:R:3 method="wB97M-V/def2-TZVPD" orbital_gap_ev=8.804 total_charge=0 e_homo_ev=-9.0 energy_ha=-339.79142
C -1.4609 1.7790 0.2615
N -0.1844 1.7821 0.3704
H -1.9934 0.8784 0.5451
H -1.9882 2.6712 -0.0934
H 0.3203 2.5438 -0.0374
H 0.3898 0.7602 0.6173
N 0.8318 -2.4963 -0.1971
C 0.5970 -1.1530 -0.3031
O 0.1208 -0.7032 -1.3765
O 0.8693 -0.4125 0.7696
H 0.9406 -2.9299 -1.0651
H 1.5572 -2.7197 0.5088

12
Properties=species:S:1:pos:R:3 method="wB97M-V/def2-TZVPD" smiles="NC=O.NC=O" orbital_gap_ev=10.434 total_charge=0 e_homo_ev=-10.1 energy_ha=-339.80526
O -0.4622 -4.9804 -1.7618
C -0.7860 -3.9776 -1.1905
N -0.9874 -2.8239 -1.8017
H -1.0432 -3.8940 -0.1067
H -0.7874 -2.7622 -2.8031
H -1.1478 -1.9719 -1.2587
O 0.0412 4.7113 2.0037
C 0.3137 3.7137 1.3512
N 1.4060 3.0653 1.6459
H -0.3111 3.1625 0.6072
H 2.1088 3.4927 2.2541
H 1.6553 2.2644 1.0603

12
Properties=species:S:1:pos:R:3 method="wB97M-V/def2-TZVPD" smiles="[NH3+]C(=O)[O-].C=N" orbital_gap_ev=9.138 total_charge=0 e_homo_ev=-9.2 energy_ha=-339.75718
C -1.7004 1.3208 0.3383
N -0.4535 1.3761 0.1822
H -2.1061 0.5184 0.9512
H -2.3974 2.0380 -0.0868
H -0.1640 2.0831 -0.4905
H 0.2853 0.1674 0.3341
N 0.3974 -1.0418 0.2980
C 1.6589 -1.0953 -0.6565
O 2.0503 -2.2223 -0.8907
O 1.9409 0.0378 -1.0460
H -0.2430 -1.7229 -0.0970
H 0.7316 -1.4594 1.1636

12
Properties=species:S:1:pos:R:3 method="wB97M-V/def2-TZVPD" smiles="CON(C)N=O" orbital_gap_ev=8.481 total_charge=0 e_homo_ev=-9.4 energy_ha=-339.59665
C -1.8319 0.1859 0.2615
C 1.7286 -0.0710 0.4700
N 0.4466 -0.3042 -0.2072
O -0.4812 0.5031 0.5977
N 0.4917 0.1130 -1.4509
O -0.0064 -0.7434 -2.1916
H -1.9596 -0.8560 -0.0507
H -2.1596 0.8605 -0.5360
H -2.4589 0.3663 1.1389
H 1.7360 -0.5595 1.4505
H 1.9289 0.9987 0.6185
H 2.5657 -0.4933 -0.1007

12
Properties=species:S:1:pos:R:3 method="wB97M-V/def2-TZVPD" smiles="[H]/N=C/N.O=CO" orbital_gap_ev=10.713 total_charge=0 e_homo_ev=-10.0 energy_ha=-339.80677
N -1.8208 0.3102 1.2103
C -0.5937 -0.2389 1.3327
N 0.4765 0.4473 1.2189
H -2.5944 -0.2887 0.9869
H -1.8946 1.2835 0.9620
H -0.6054 -1.3178 1.5022
H 1.2895 -0.0909 1.4934
H 0.6676 0.7620 -0.5850
O 2.3319 -0.6407 -1.5508
C 1.3099 -0.2598 -2.0423
O 0.5489 0.7291 -1.5692
H 0.8845 -0.6951 -2.9590

12
Properties=species:S:1:pos:R:3 method="wB97M-V/def2-TZVPD" smiles="NNC(=O)CO" orbital_gap_ev=9.700 total_charge=0 e_homo_ev=-9.0 energy_ha=-339.74112
C -0.3436 -0.6347 0.2240
C -0.4038 -0.5861 -1.4012
N 0.3997 0.8288 2.0555
N 0.4528 0.3116 0.7134
O -0.9690 -1.4256 0.8475
O 0.2572 0.5529 -1.9467
H 0.2131 -1.5074 -1.9037
H -1.4587 -0.5652 -1.6488
H 0.0424 -0.0906 2.5643
H 1.3674 1.0265 2.3508
H 0.9010 0.8224 -0.0291
H -0.4584 1.2674 -1.8258

12
Properties=species:S:1:pos:R:3 method="wB97M-V/def2-TZVPD" orbital_gap_ev="8.166 / 9.416" total_charge=0 spin_multiplicity=3 e_homo_ev="-7.2 / -10.2" energy_ha=-339.57081
C 0.1730 0.5879 -1.8346
C -1.1258 0.0410 -2.1187
N -1.7595 -0.5862 -3.3614
N 0.2017 -0.0275 1.7006
O -2.9097 -0.3373 -3.7571
O -1.0571 1.3308 -1.8038
H 0.6126 0.3941 -0.8648
H 0.8479 0.8733 -2.6319
H -1.4120 -1.5535 -3.4717
H 0.8145 -0.6342 2.2381
H -0.7478 -0.2735 1.9587
H 0.3635 0.9214 2.0168

13
Properties=species:S:1:pos:R:3 method="wB97M-V/def2-TZVPD" orbital_gap_ev=9.641 total_charge=0 e_homo_ev=-9.1 energy_ha=-737.86191
C -0.7990 2.2608 -1.1096
C 1.0845 -0.7681 -0.2732
N -1.0436 2.7903 -0.1076
N -0.2782 -1.2080 -0.2134
O -1.4919 0.4088 1.2681
O -2.5747 -0.8903 -0.7606
S -1.4729 -0.0510 -0.3628
H 1.4332 -0.4708 0.7427
H 1.3476 0.0911 -0.8793
H 1.7187 -1.6655 -0.3217
H -1.6585 2.9411 0.6867
H -1.3577 -0.3982 1.9823
H -0.5016 -2.1193 -0.6476

13
Properties=species:S:1:pos:R:3 method="wB97M-V/def2-TZVPD" orbital_gap_ev=8.455 total_charge=0 e_homo_ev=-7.9 energy_ha=-737.75619
C -2.2398 1.1682 -0.4571
C 0.6825 0.8202 0.0504
N 0.7051 -1.3322 0.9780
N 0.3552 -0.4736 -0.0259
O -2.2629 0.8208 0.9418
O -2.1445 -1.5036 -0.4861
S -3.0376 -0.2476 -0.0202
H -2.8199 2.1043 -0.5389
H 0.4491 1.3456 -0.8572
H 1.2499 1.2137 0.9161
H -0.2538 -1.7217 1.1977
H 1.1829 -0.9464 1.8391
H -1.3156 -1.3133 -0.8334

13
Properties=species:S:1:pos:R:3 method="wB97M-V/def2-TZVPD" orbital_gap_ev="6.095 / 8.719" total_charge=0 spin_multiplicity=3 e_homo_ev="-5.5 / -9.8" energy_ha=-414.74747
C -1.6702 0.7950 0.2366
C 1.4442 -0.6573 0.1461
N -1.5924 -0.4016 0.5577
N 1.6247 0.6174 -0.0821
O 1.6359 1.6008 0.6794
O 1.9725 0.9539 -1.4332
O 1.7947 -1.5686 -0.7810
H -2.0631 1.1553 -0.6498
H -1.2284 1.4121 1.0816
H 1.1991 -1.0352 1.0837
H 1.7630 1.8424 -1.5807
H -2.0387 -1.1372 -0.0657
H 2.1797 -1.2572 -1.6203

13
Properties=species:S:1:pos:R:3 method="wB97M-V/def2-TZVPD" orbital_gap_ev="8.528 / 3.765" total_charge=+1 spin_multiplicity=2 e_homo_ev="-14.3 / -14.3" energy_ha=-414.63998
O 2.5078 -2.1025 0.5214
C 2.7074 -0.8487 0.5589
N 1.8647 0.1651 0.1338
C 0.4295 0.1059 0.1651
N -0.1411 -1.1306 0.3588
O -0.1590 1.0741 -0.3770
H 3.5710 -0.3706 0.9991
H 2.1714 1.0953 0.0627
H 0.6653 -1.7222 0.3642
H -1.0545 -1.0098 0.2618
H -4.0573 1.3463 -1.7215
H -3.8836 1.9432 -0.4296
O -4.6216 1.4544 -0.8975

12
Properties=species:S:1:pos:R:3 method="wB97M-V/def2-TZVPD" orbital_gap_ev=10.045 total_charge=0 e_homo_ev=-9.3 energy_ha=-662.70880
C -1.1140 0.8207 0.5372
C -0.8023 -0.5683 0.0539
H -1.1583 1.5561 -1.2270
H -0.5369 0.8436 1.4734
H -2.1983 0.8157 0.7661
H -2.5780 -1.1594 0.2432
H 0.6062 -1.7463 -0.7632
H 2.0043 0.9330 -0.7097
N -1.6326 -1.5339 -0.0657
N 0.4692 -0.7974 -0.4143
O -0.7155 1.8039 -0.3919
S 1.8266 -0.0543 0.1979

12
Properties=species:S:1:pos:R:3 method="wB97M-V/def2-TZVPD" orbital_gap_ev="7.958 / 7.959" total_charge=0 e_homo_ev="-8.2 / -8.2" energy_ha=-662.55535
C 1.0989 0.2911 -0.4829
C -0.3866 0.2029 -0.9180
N -1.0726 -1.2734 1.0327
N 1.0537 1.3979 0.5450
O 1.7881 1.2436 1.4731
S -1.0733 0.8007 0.6788
H 1.4954 -0.6198 -0.0667
H 1.7224 0.5657 -1.2967
H -0.3565 0.9336 -1.7291
H -0.9120 -0.6690 -1.2952
H -1.6933 -1.4227 0.2669
H -1.6640 -1.4505 1.7922

12
Properties=species:S:1:pos:R:3 method="wB97M-V/def2-TZVPD" smiles="NNC(=S)CO" orbital_gap_ev=8.675 total_charge=0 e_homo_ev=-8.6 energy_ha=-662.67608
C 0.3850 -0.0171 0.0374
C -0.5705 -1.0904 0.5248
H -1.9710 0.4722 -0.1926
H -1.7694 1.9088 0.8607
H 0.5153 1.8260 -0.4048
H -0.9159 -0.8380 1.5904
H 0.0101 -2.0149 0.6137
H -1.4412 -1.3277 -1.3562
N -1.5366 1.4832 -0.0462
N -0.1502 1.2228 0.0038
O -1.7194 -1.3083 -0.3516
S 2.0155 -0.1161 -0.0859

11
Properties=species:S:1:pos:R:3 method="wB97M-V/def2-TZVPD" smiles="NCC(N)=S" orbital_gap_ev=8.926 total_charge=0 e_homo_ev=-8.2 energy_ha=-587.49778
C 0.0771 -0.8274 0.1045
C -1.0520 0.1704 0.0388
H 1.7460 -0.4595 -1.0649
H 2.0985 -0.6449 0.4175
H 0.0215 -1.3049 1.1495
H -0.2492 -1.6358 -0.6087
H -1.1653 2.2196 0.1221
H 0.3978 1.6683 0.0806
N 1.3517 -0.2574 -0.1291
N -0.6017 1.4270 -0.0290
S -2.6242 -0.3555 -0.0814

11
Properties=species:S:1:pos:R:3 method="wB97M-V/def2-TZVPD" smiles="CC(=S)NN" orbital_gap_ev=9.265 total_charge=0 e_homo_ev=-8.4 energy_ha=-587.47358
C -1.4833 0.7362 0.0024
C -0.3967 -0.3099 -0.1093
H -1.8357 0.6901 1.0378
H -1.1849 1.7521 -0.1872
H -2.2199 0.4776 -0.6837
H 0.9340 1.1831 -0.1193
H 1.9770 -1.2428 -0.7228
H 2.0409 -1.0127 0.8758
N 0.8241 0.1816 -0.0624
N 2.0265 -0.5050 -0.0092
S -0.6820 -1.9503 -0.0219

13
Properties=species:S:1:pos:R:3 method="wB97M-V/def2-TZVPD" orbital_gap_ev=8.773 total_charge=0 e_homo_ev=-8.1 energy_ha=-1383.82415
C 1.1113 -0.8712 0.8628
C -0.0319 -0.0242 0.4521
H 1.4513 -1.2314 -1.4007
H 2.0269 -0.2783 0.9663
H 0.8968 -1.3277 1.8077
H -1.1243 -1.5918 0.0367
H -1.9506 1.1586 -0.6240
H 0.9837 3.0470 -0.9394
N -1.2578 -0.6545 0.3985
N 0.0400 1.1536 -0.1345
S 1.2530 -2.1436 -0.4142
S -2.6946 0.1249 -0.1305
S 1.4270 2.1501 -0.0543